Density functional theory data (wB97M-V/def2-TZVPD) for a molecular structure, C18H25F6GeN2O11P2S2SeTa.

Results
net charge	+2
gap between HOMO and LUMO	6.63	eV
HOMO level	-14.16	eV
ΔE to the lowest compared entry with this formula, charge and spin	13.7	kcal/mol

Geometry (Å):
Ta  0.699066  0.084442  0.682367
F  2.688882  2.103941  5.005781
C  1.473202  1.656285  4.833623
F  1.041909  0.981993  5.866888
F  0.640292  2.616281  4.495526
S  1.479591  0.478018  3.386357
O  0.156669  -0.102422  3.153560
O  1.749137  1.264295  2.146957
N  2.594976  -0.550564  3.692818
S  2.492075  -1.854983  2.787148
O  3.726143  -2.507950  2.596789
O  1.754461  -1.494780  1.528106
C  1.286046  -3.025562  3.662537
F  1.847615  -4.206618  3.702605
F  1.062480  -2.559443  4.871349
F  0.165802  -3.062371  2.964687
C  5.176734  0.611478  -1.337583
C  3.785511  0.411214  -0.741762
O  3.802412  0.150871  0.652420
P  2.912264  -1.028973  -1.429117
O  3.598293  -2.316154  -0.893505
O  3.081810  -1.097440  -2.979435
O  1.454132  -0.933483  -1.003259
P  2.762196  1.936557  -0.932671
O  2.618336  1.983193  -2.520478
O  3.293589  3.109087  -0.257159
O  1.289026  1.509864  -0.473494
H  5.799542  -0.264283  -1.143952
H  5.644590  1.482036  -0.873325
H  5.135730  0.776835  -2.411482
H  4.680284  0.329752  1.013525
H  4.003171  -2.925546  -1.529329
H  2.595103  -0.450981  -3.514651
H  2.735920  2.860464  -2.915557
C  -3.344569  3.642967  -2.044810
Ge  -1.455918  3.199106  -1.854909
C  -0.298312  4.515481  -2.706495
C  -1.113707  1.403437  -2.561035
C  -1.010931  3.373208  0.092279
Se  -1.239787  1.867697  1.299946
C  -2.988368  1.238676  0.754957
H  -3.515238  4.102182  -3.020372
H  -3.667820  4.352957  -1.281436
H  -3.973824  2.752008  -1.981312
H  -0.385321  4.450933  -3.791917
H  0.745701  4.364308  -2.423252
H  -0.581464  5.524385  -2.406310
H  -1.799888  1.227223  -3.390569
H  -1.273714  0.605418  -1.831366
H  -0.093686  1.321829  -2.939416
H  -1.646805  4.145054  0.525339
H  0.022690  3.694927  0.236944
H  -2.973576  0.934748  -0.286262
H  -3.669170  2.068199  0.914259
H  -3.243392  0.409421  1.406501
N  -6.354864  -6.799173  -1.065867
C  -5.586832  -5.970388  -0.854960
C  -4.624061  -4.932908  -0.590961
C  -5.059653  -3.629177  -0.353093
C  -4.136711  -2.635898  -0.102442
C  -2.770650  -2.939245  -0.090810
C  -2.338460  -4.249397  -0.330576
C  -3.263972  -5.242806  -0.578030
C  -1.810486  -1.922939  0.160445
C  -0.962044  -1.069336  0.376416
H  -6.118458  -3.408642  -0.366567
H  -4.468090  -1.622036  0.082748
H  -1.280260  -4.477601  -0.319787
H  -2.945349  -6.259667  -0.763562

Atomic forces in eV per Å
Ta 0.10 -0.86 -0.79
F 0.00 0.04 0.04
C 0.02 0.01 -0.12
F 0.00 0.01 0.09
F 0.03 0.02 0.07
S -0.15 -0.16 0.31
O -0.25 -0.05 -0.02
O 0.06 0.30 -0.03
N -0.06 0.00 0.07
S 0.35 -0.15 0.25
O -0.02 0.04 0.03
O -0.20 0.10 -0.26
C -0.04 0.00 -0.04
F 0.01 -0.01 0.01
F -0.01 -0.04 0.02
F 0.00 -0.04 0.04
C -0.02 -0.05 0.09
C 0.12 0.15 -0.27
O -0.07 -0.16 0.14
P 0.00 -0.05 -0.36
O 0.02 0.03 -0.03
O -0.12 0.00 0.03
O 0.14 -0.06 0.66
P -0.05 0.37 -0.45
O -0.04 0.01 0.04
O 0.02 -0.04 -0.05
O 0.11 -0.04 0.45
H -0.04 -0.01 0.00
H -0.04 0.01 -0.01
H -0.02 0.01 -0.02
H 0.00 0.09 0.05
H -0.02 -0.01 0.01
H 0.02 0.00 -0.01
H 0.01 -0.01 0.01
C -0.05 -0.02 -0.01
Ge -0.03 0.04 0.02
C -0.02 0.00 0.00
C 0.07 -0.03 0.04
C 0.08 -0.01 -0.02
Se -0.02 0.30 -0.03
C 0.09 -0.06 -0.02
H 0.00 -0.04 0.05
H 0.02 -0.02 -0.05
H 0.04 0.07 0.01
H 0.01 -0.01 0.03
H -0.04 0.01 0.00
H 0.01 -0.01 0.00
H 0.01 0.00 0.00
H -0.01 0.03 -0.01
H -0.03 0.01 0.04
H -0.03 0.05 0.02
H -0.04 -0.08 -0.01
H 0.01 -0.03 -0.04
H -0.05 0.08 0.02
H -0.01 -0.02 0.01
N 0.14 0.15 0.04
C -0.08 -0.08 -0.01
C 0.00 -0.03 -0.01
C -0.08 -0.04 -0.01
C 0.01 0.09 0.02
C 0.01 -0.02 -0.02
C 0.04 0.00 0.00
C 0.00 -0.03 -0.01
C -0.04 -0.06 0.03
C 0.12 0.32 0.01
H 0.03 0.00 0.00
H 0.00 -0.04 -0.01
H -0.05 0.01 0.00
H 0.00 0.03 0.01

Löwdin atomic charge list, values in e, 8 entries:
1 Ta 1.722
2 F 0.222
3 C -0.686
4 F 0.220
5 F 0.197
6 S 0.690
7 O -0.366
8 O -0.416